{
  "formula": "C9H7ClN2S",
  "method": "the ωB97M-V functional and the def2-TZVPD basis",
  "elements": ["C", "C", "C", "C", "C", "C", "C", "C", "C", "N", "N", "S", "Cl", "H", "H", "H", "H", "H", "H", "H"],
  "positions_angstrom": [[-3.056, 1.225, 0.806], [0.781, -0.952, 0.075], [-0.499, -0.623, -0.354], [1.767, 0.017, 0.056], [-0.784, 0.719, -0.496], [1.361, 1.316, -0.269], [-1.672, -1.531, -0.236], [-2.815, 0.907, -0.535], [3.226, -0.282, 0.403], [-3.128, 1.387, 1.944], [0.093, 1.627, -0.557], [-3.111, -0.787, -1.040], [2.435, 2.529, -0.454], [1.090, -1.925, 0.222], [-1.541, -2.553, -0.403], [-1.809, -1.432, 0.825], [-3.065, 1.652, -1.224], [3.555, -0.478, 1.440], [3.374, -1.303, -0.141], [3.797, 0.486, -0.062]],
  "forces_ev_per_a": [[-0.1, 0.1, 1.8], [-0.5, 1.9, -1.6], [-0.4, -0.5, 0.7], [0.6, 0.9, 1.4], [-3.0, -0.9, -0.6], [-1.9, -2.1, -0.3], [-0.1, 2.1, 1.1], [4.6, -1.8, -0.5], [-1.0, -2.8, -1.3], [-0.2, 0.1, -0.2], [0.4, 1.6, 0.5], [-0.5, -0.2, -0.4], [2.1, 2.4, -0.2], [0.3, -2.1, 0.6], [0.1, -1.5, -0.9], [-0.8, -0.4, 0.8], [-0.4, 0.8, -1.1], [-0.7, 0.5, -0.3], [0.4, 1.8, 0.8], [0.9, 0.2, -0.2]],
  "nbo_charge": [0.23, -0.15, -0.12, -0.04, 0.36, 0.11, -0.55, -0.47, -0.64, -0.30, -0.44, 0.28, 0.09, 0.21, 0.25, 0.23, 0.26, 0.24, 0.21, 0.23],
  "gap_ev": 9.4,
  "relative_energy_kj_mol": 291.2,
  "charge": 0,
  "largest_force_ev_per_a": 5.0
}